## one
Density functional theory data (the ωB97M-V functional and the def2-TZVPD basis) for 2 unconnected molecules or ions with the total composition C3H7N2S3.

The geometry in ORCA input format:
```
! wB97M-V def2-TZVPD RIJCOSX def2/J DEFGRID3
* xyz 1 1
N -0.718 1.189 0.464
H -2.299 1.066 1.740
H 0.627 0.578 -0.912
S 2.133 -0.324 0.578
H 3.753 -1.995 -0.249
H 4.467 -0.586 0.350
N -2.683 0.167 -0.062
S -1.666 -0.113 -1.443
C -1.982 0.896 0.815
H -0.097 1.553 1.061
S -3.925 -0.988 0.454
H 3.731 -0.482 -1.193
C -0.366 0.725 -0.711
H -4.594 -0.781 -0.692
C 3.618 -0.903 -0.197
*
```

Calculated values
Highest occupied orbital energy (spin up / spin down): -12.8 / -11.4 eV
Frontier orbital gap (spin up / spin down): 0.28988 / 0.21817 Ha
LUMO level (spin up / spin down): -4.86 / -5.45 eV

---

## two
Density functional theory data (the ωB97M-V functional and the def2-TZVPD basis) for a gas-phase ion, C3H7N2S3 (charge +1).

The geometry in ORCA input format:
```
! wB97M-V def2-TZVPD RIJCOSX def2/J DEFGRID3
* xyz 1 1
H -0.825 0.302 -1.308
S -1.408 0.319 2.142
N -2.562 -0.638 -0.589
C 0.064 0.778 1.132
H -2.035 -1.333 -0.123
H 3.786 -0.429 0.861
H -3.614 -0.730 -0.492
C 2.628 0.973 1.718
C -1.879 0.383 -1.056
H 3.435 1.611 1.844
H -2.469 1.175 -1.629
N 2.829 -0.071 0.958
S -1.483 1.637 0.564
S 1.130 1.875 2.055
H 2.060 -0.685 0.559
*
```

Calculated values
Highest occupied orbital energy: -11.9 eV
Frontier orbital gap: 0.28416 Ha
LUMO level: -4.19 eV

---

Stability order, top to bottom: two, one

---

## one
Density functional theory data (the ωB97M-V functional and the def2-TZVPD basis) for 2 unconnected molecules or ions with the total composition C2H8N2S2.

The geometry in ORCA input format:
```
! wB97M-V def2-TZVPD RIJCOSX def2/J DEFGRID3
* xyz 0 1
H -1.642 -1.913 0.725
H -1.360 -0.846 2.207
N 0.767 -0.976 -0.047
S -1.298 2.214 0.874
H 0.741 -2.071 -0.064
C -1.407 -0.833 1.125
H 2.308 0.109 -1.380
H 1.420 -0.405 -2.946
C 0.089 0.994 0.797
H 0.936 1.385 0.234
N -0.212 -0.298 0.492
H -1.352 2.283 2.200
S 1.937 0.621 -2.551
H -2.275 -0.079 0.945
*
```

Calculated values
Highest occupied orbital energy (spin up / spin down): -8.1 / -8.1 eV
Frontier orbital gap (spin up / spin down): 0.30241 / 0.30239 Ha
LUMO level (spin up / spin down): 0.16 / 0.14 eV

---

## two
Density functional theory data (the ωB97M-V functional and the def2-TZVPD basis) for a single C2H8N2S2 molecule.

The geometry in ORCA input format:
```
! wB97M-V def2-TZVPD RIJCOSX def2/J DEFGRID3
* xyz 0 1
N 1.131 0.281 -0.336
H 2.625 -1.102 0.172
C -0.249 -0.042 -0.006
C -1.007 0.715 1.027
H 1.642 0.925 0.371
H 1.977 -1.360 -1.333
N 2.170 -0.611 -0.673
H -0.760 -0.166 -1.002
S -0.260 -1.872 0.575
S -2.682 0.165 0.993
H -0.606 0.468 2.019
H -3.001 0.451 2.262
H 0.394 -2.198 -0.519
H -0.889 1.775 1.017
*
```

Calculated values
Highest occupied orbital energy: -8.4 eV
Frontier orbital gap: 0.33533 Ha
Structure (SMILES): NN[C@@H](S)CS
LUMO level: 0.74 eV

---

Stability order, top to bottom: two, one

---

## one
Density functional theory data (the ωB97M-V functional and the def2-TZVPD basis) for a gas-phase ion, C7H8N3O (charge +1).

The geometry in ORCA input format:
```
! wB97M-V def2-TZVPD RIJCOSX def2/J DEFGRID3
* xyz 1 1
H -0.163 -2.678 -0.411
H -1.538 -2.188 -1.474
O 3.698 0.083 1.758
H -2.382 0.158 -1.093
N -0.676 -0.666 -0.309
H -1.686 -2.392 0.380
C 1.425 2.184 0.102
N -0.867 1.511 -0.465
C -1.035 -2.062 -0.481
N 0.392 1.331 -0.012
H 3.391 2.465 0.675
H 1.787 -1.369 1.559
C 2.577 1.790 0.623
H -1.239 2.265 -0.920
H 1.137 3.258 -0.118
C 0.503 -0.126 0.299
C 1.508 -0.444 1.099
C -1.459 0.315 -0.661
C 2.739 0.504 1.198
*
```

Calculated values
Highest occupied orbital energy (spin up / spin down): -12.4 / -12.4 eV
Frontier orbital gap (spin up / spin down): 0.29422 / 0.29424 Ha
Structure (SMILES): C[n+]1c[nH]n2ccc(=O)cc21
LUMO level (spin up / spin down): -4.42 / -4.42 eV

---

## two
Density functional theory data (the ωB97M-V functional and the def2-TZVPD basis) for a gas-phase ion, C7H8N3O (charge +1).

The geometry in ORCA input format:
```
! wB97M-V def2-TZVPD RIJCOSX def2/J DEFGRID3
* xyz 1 1
O 2.345 1.270 -1.683
C 0.532 -1.027 1.057
C 0.258 1.371 1.358
H -1.400 2.222 -1.293
H -1.243 -0.192 -2.160
H 0.535 1.352 2.371
N 0.109 0.247 0.688
H -0.270 3.283 0.713
H -1.004 -1.455 -1.071
C 2.448 0.361 -0.985
H 3.545 -1.216 -0.673
C 1.704 -1.474 0.563
C -0.898 1.762 -0.500
H -0.056 -1.630 1.704
C 2.586 -0.708 -0.285
C -0.687 0.454 -0.427
N -1.214 -0.486 -1.197
H 2.248 -2.366 0.795
N -0.269 2.329 0.523
*
```

Calculated values
Highest occupied orbital energy: -12.6 eV
Frontier orbital gap: 0.34507 Ha
Structure (SMILES): Nc1c[nH+]cn1/C=C\C=C=O
LUMO level: -3.24 eV

---

Stability order, top to bottom: two, one

---

## one
Density functional theory data (the ωB97M-V functional and the def2-TZVPD basis) for a gas-phase ion, C3H8ClN2 (charge +1).

The geometry in ORCA input format:
```
! wB97M-V def2-TZVPD RIJCOSX def2/J DEFGRID3
* xyz 1 1
H -1.698 -0.830 1.264
H -1.159 2.679 0.201
Cl -2.948 0.153 -0.388
H 0.415 -2.156 1.046
C 0.460 -0.350 -0.046
C 0.633 -1.795 0.068
H 1.380 0.246 -0.316
H 0.577 2.313 0.259
H 0.061 -2.327 -0.857
N -0.464 0.521 0.236
C -0.360 1.893 -0.139
H 1.667 -2.055 -0.178
N -1.688 0.138 0.830
H -0.317 2.000 -1.196
*
```

Calculated values
Highest occupied orbital energy: -14.7 eV
Frontier orbital gap: 0.34934 Ha
Structure (SMILES): C/C=[N+](/C)NCl
LUMO level: -5.20 eV

---

## two
Density functional theory data (the ωB97M-V functional and the def2-TZVPD basis) for 2 unconnected molecules or ions with the total composition C3H8ClN2.

The geometry in ORCA input format:
```
! wB97M-V def2-TZVPD RIJCOSX def2/J DEFGRID3
* xyz 1 1
H -1.878 -1.378 -1.133
N -0.828 -1.608 -0.887
H 1.042 -2.329 0.466
H 1.035 1.741 -0.835
C -0.639 0.208 0.611
H -0.586 2.254 -1.114
Cl -2.383 0.463 0.516
H 0.007 2.579 0.618
H -0.224 0.311 1.644
C 1.184 -1.308 0.167
C 0.087 1.964 -0.323
N -0.202 -0.868 -0.118
H 1.545 -0.811 1.076
H 1.840 -1.219 -0.688
*
```

Calculated values
Highest occupied orbital energy: -14.8 eV
Frontier orbital gap: 0.32038 Ha
LUMO level: -6.10 eV

---

Stability order, top to bottom: one, two

---

## one
Density functional theory data (the ωB97M-V functional and the def2-TZVPD basis) for a gas-phase ion, C3H8NSi (charge +1).

The geometry in ORCA input format:
```
! wB97M-V def2-TZVPD RIJCOSX def2/J DEFGRID3
* xyz 1 1
N 0.454 -0.677 0.345
H -1.057 1.734 1.408
H -0.937 1.789 -0.280
H 3.175 0.460 -0.878
H -2.642 1.567 0.492
H -1.998 -1.849 0.198
H 3.016 -1.333 -1.382
H -1.327 -0.733 2.193
H 2.019 -0.079 -2.221
C 2.468 -0.353 -1.227
C 1.395 -0.612 -0.350
C -1.585 1.269 0.550
Si -1.404 -0.638 0.754
*
```

Calculated values
Highest occupied orbital energy: -15.7 eV
Frontier orbital gap: 0.42938 Ha
Structure (SMILES): CC#[N+][SiH2]C
LUMO level: -4.03 eV

---

## two
Density functional theory data (the ωB97M-V functional and the def2-TZVPD basis) for 2 unconnected molecules or ions with the total composition C3H8NSi.

The geometry in ORCA input format:
```
! wB97M-V def2-TZVPD RIJCOSX def2/J DEFGRID3
* xyz 1 1
C -2.429 0.092 -0.088
C 2.109 -0.266 0.440
H -4.206 1.086 0.196
H 1.313 0.400 0.828
N -1.309 0.160 0.059
H 1.954 -0.695 -0.564
H 4.760 -0.626 -0.893
H 2.170 -1.231 1.079
C -3.840 0.054 -0.032
H -4.208 -0.630 0.795
Si 3.741 0.271 -0.352
H 4.152 1.665 -0.510
H -4.206 -0.279 -0.957
*
```

Calculated values
Highest occupied orbital energy: -14.5 eV
Frontier orbital gap: 0.29403 Ha
LUMO level: -6.53 eV

---

Stability order, top to bottom: one, two

---

## one
Density functional theory data (the ωB97M-V functional and the def2-TZVPD basis) for a single C22H28N2O3S molecule.

The geometry in ORCA input format:
```
! wB97M-V def2-TZVPD RIJCOSX def2/J DEFGRID3
* xyz 0 1
H 1.334 1.526 -1.355
S -0.998 2.344 4.070
C 2.246 -0.177 -2.229
H -4.210 4.710 3.910
C -1.369 -0.281 -1.966
H 0.949 2.436 2.185
H 3.098 -3.295 -2.892
C -1.969 2.579 2.746
C 0.799 1.823 1.292
H -1.189 -4.281 -2.510
H 1.958 0.143 -3.218
H -2.721 3.418 0.368
H -1.761 0.048 -2.915
C -0.604 -3.627 -3.159
C -0.914 -1.594 -1.883
C 3.321 -1.697 -0.751
C -1.760 2.009 -0.942
C 3.342 -2.269 -3.183
C 2.951 -1.355 -2.050
H 0.456 -3.744 -2.928
O 1.874 0.920 1.280
H -0.145 -3.797 1.459
H -3.405 1.768 0.411
H -0.783 -3.896 -4.201
H 3.893 -2.599 -0.585
H 2.940 -2.729 -5.247
H -2.446 2.166 -1.775
C 2.202 0.241 0.140
H 0.798 2.475 0.414
C 2.959 -0.917 0.325
H -3.828 3.182 2.171
H 0.877 -4.843 0.444
O 0.001 -3.367 -0.568
H 0.014 -1.523 1.375
H 4.430 -2.227 -3.303
H 3.240 -1.188 1.331
H -2.641 4.273 4.627
C -1.296 0.586 -0.893
O -1.017 -2.283 -3.054
H 3.022 -1.003 -4.911
H 1.456 -3.220 0.901
N -3.090 3.341 2.838
H 1.600 -1.931 -4.421
C -0.372 -1.190 0.425
H -0.529 0.556 2.391
C 2.682 -1.960 -4.522
C -3.515 3.895 4.101
C 0.577 -3.814 0.635
C -2.472 2.351 0.366
C -0.417 -2.064 -0.652
H -3.997 3.146 4.737
C 1.882 0.619 -1.157
C -0.572 1.097 1.437
N -1.653 2.067 1.530
H -0.911 2.684 -1.079
C -0.777 0.131 0.310
*
```

Calculated values
Highest occupied orbital energy: -7.7 eV
Frontier orbital gap: 0.30644 Ha
Structure (SMILES): CCc1ccc(OC[C@@H]2c3cc(OC)c(OC)cc3CCN2C(=S)NC)cc1
LUMO level: 0.61 eV

---

## two
Density functional theory data (the ωB97M-V functional and the def2-TZVPD basis) for a single C22H28N2O3S molecule.

The geometry in ORCA input format:
```
! wB97M-V def2-TZVPD RIJCOSX def2/J DEFGRID3
* xyz 0 1
H 0.994 0.258 -1.530
H -2.606 5.463 -0.033
H -2.312 -5.400 -1.671
C 1.699 4.473 1.027
H -3.395 3.184 -0.580
H -3.429 -5.287 -0.316
H 4.011 -0.116 -0.520
H -2.792 -3.070 -1.491
C -0.014 -0.027 0.315
C -2.270 -3.499 -0.635
H -1.471 -5.246 1.245
C 3.104 0.956 1.089
C -0.792 -3.064 -0.656
C -0.520 1.756 -1.187
H -0.126 3.610 1.621
C 2.357 3.191 0.588
C -0.987 0.410 1.192
H -1.572 -6.743 0.328
N 0.253 4.344 1.043
H 3.734 1.736 -2.135
S 0.871 -1.518 0.725
C -2.014 4.600 0.270
C 0.225 0.631 -0.873
N -0.389 -2.610 0.665
H 2.167 2.254 2.505
H -0.257 -3.355 1.330
H -2.724 -3.093 0.269
C 3.553 0.811 -0.213
C -1.740 1.523 0.866
C -2.332 3.422 -0.665
H 2.038 4.749 2.031
C 2.792 3.031 -0.720
H -2.257 4.344 1.302
O 1.857 -1.782 -0.287
H 1.131 -3.816 -1.236
O -0.129 5.756 -0.676
C -1.516 2.206 -0.328
H 2.665 3.840 -1.423
C 0.105 -4.182 -1.190
C 3.390 1.847 -1.117
H 1.925 5.285 0.332
H -0.676 -2.179 -1.291
C 0.033 -5.439 -0.314
H -1.138 -0.132 2.111
H 3.212 0.146 1.792
O 1.291 -1.488 2.096
H -2.517 1.860 1.537
C 2.508 2.140 1.485
H -0.216 -4.413 -2.207
H -0.332 2.285 -2.108
C -0.542 4.968 0.147
H 0.338 -6.295 -0.918
C -2.426 -5.022 -0.654
H 0.746 -5.360 0.509
C -1.379 -5.672 0.243
H -2.129 3.729 -1.692
*
```

Calculated values
Highest occupied orbital energy: -9.0 eV
Frontier orbital gap: 0.35192 Ha
Structure (SMILES): O=C(CCc1ccc(S(=O)(=O)NC2CCCCC2)cc1)NCc1ccccc1
LUMO level: 0.54 eV

---

Stability order, top to bottom: two, one